2 unconnected molecules or ions with the total composition C4H13NOS at a distorted geometry. Source: the OMol25 dataset; level of theory: ωB97M-V/def2-TZVPD.

```
20
Properties=species:S:1:pos:R:3:forces:R:3
C -2.45346 -1.42867 -1.81368 -0.37 -0.94 -0.58
N -1.08004 -1.03116 -1.54940 -0.52 0.70 -1.07
C -1.12524 0.19356 -0.78007 -0.08 0.23 -0.56
C 0.24914 0.62519 -0.38794 0.04 0.22 1.72
C 0.00702 1.41099 0.94637 0.79 -0.93 -0.54
S 1.58168 1.96172 1.63264 0.62 0.75 0.64
H -2.42813 -2.05375 -2.72211 -0.37 0.08 0.41
H -3.12739 -0.57417 -1.99329 0.09 -0.18 -0.01
H -2.86143 -2.03017 -0.98400 0.16 0.25 -0.26
H -0.71151 -0.77811 -2.47511 0.22 -0.29 0.52
H -1.83180 0.00252 0.05042 0.64 0.26 -0.06
H -1.47847 1.09150 -1.32264 -0.80 -0.51 -0.17
H 0.73218 1.24060 -1.17113 -0.28 -0.15 0.48
H 0.88126 -0.26884 -0.22487 -0.21 0.51 0.20
H -0.70206 2.25210 0.82321 0.59 -0.30 -0.07
H -0.42041 0.71743 1.69586 0.11 0.31 -0.53
H 2.49796 1.42838 0.79690 -0.57 -0.04 -0.13
O 4.33966 -0.88541 3.47192 -0.71 -0.14 -0.98
H 3.85074 -0.16683 3.01057 0.41 -0.76 0.49
H 4.08029 -1.70687 2.99634 0.24 0.92 0.50
```
Positions in Å, forces in eV/Å.

Its energy above the lowest of the compared OMol25 structures with the same formula, charge and spin is 119.9 kJ/mol. Its molecular weight is 123.22 u. The HOMO-LUMO gap comes out at 9.911 eV. The calculation puts the total energy at -688.3431 hartree.